A.
17
Properties=species:S:1:pos:R:3 method="wB97M-V/def2-TZVPD" homo_ha="-0.524 / -0.524" charge=+1 e_lumo_ev="-7.17 / -7.17"
C -0.900 1.934 -0.503
C -0.146 0.692 -0.507
C 0.325 -2.543 1.111
C -0.316 -0.245 0.476
C 0.817 -1.208 0.705
N -0.800 2.766 -1.488
O 0.055 2.782 -2.395
H -1.915 1.858 -0.084
H -0.512 2.490 0.435
H 0.676 0.526 -1.272
H -0.384 -2.365 1.998
H 1.098 -3.214 1.421
H -0.238 -3.186 0.296
H 0.558 1.840 -2.513
H -1.199 -0.182 1.197
H 1.356 -1.086 -0.290
H 1.523 -0.858 1.411

=====

B.
17
Properties=species:S:1:pos:R:3 method="wB97M-V/def2-TZVPD" homo_ha=-0.583 charge=+1 e_lumo_ev=-3.94
C 2.761 1.404 0.317
C -2.526 0.790 0.355
C 1.180 -1.893 0.171
C -1.142 0.773 -0.453
C 0.672 -0.659 -0.405
N 2.165 0.581 -0.185
O -0.332 -0.191 0.212
H 3.288 2.205 0.794
H -2.693 -0.280 0.416
H -2.427 1.323 1.382
H -3.046 1.295 -0.327
H 0.768 -1.982 1.158
H 2.189 -2.130 0.208
H 0.534 -2.668 -0.270
H -0.736 1.744 -0.425
H -1.309 0.266 -1.457
H 0.653 -0.581 -1.491

=====

C.
17
Properties=species:S:1:pos:R:3 method="wB97M-V/def2-TZVPD" homo_ha=-0.590 charge=+1 e_lumo_ev=-2.95
C -2.461 1.761 -1.512
C -0.770 -0.066 1.133
C 0.374 -0.335 0.240
C 0.286 -1.157 -1.042
C 1.750 -0.327 0.786
N -0.270 0.998 0.300
O -3.342 1.937 -2.135
H -0.512 -0.081 2.156
H -1.581 -0.503 0.770
H 1.169 -1.333 -1.561
H -0.429 -0.963 -1.833
H 0.085 -2.197 -0.591
H 1.720 0.102 1.751
H 2.437 0.352 0.234
H 2.121 -1.317 1.089
H -1.011 1.434 -0.360
H 0.433 1.697 0.575

=====

Computed relative energies in units of kcal/mol: A 100.4; B 25.4; C 0.0